[1]
Computed, not measured: a structure of composition C43H41GdN4O10S in a non-equilibrium geometry, with ωB97M-V with the def2-TZVPD basis set.

The geometry in XYZ format:
```
100
Properties=species:S:1:pos:R:3:forces:R:3:lowdin_charge:R:1
Gd -0.36288 0.47632 0.10676 0.594 -0.316 -1.321 1.77
C 5.24979 -0.20455 1.16612 -0.069 -0.046 0.180 -0.05
C 5.34977 0.52736 -0.17266 -0.631 0.138 -0.419 -0.36
C 6.08912 -0.32903 -1.19539 0.001 -0.109 -0.071 -0.08
C 3.99780 1.03569 -0.66129 2.901 -3.010 -3.143 -0.19
C 3.19319 1.80217 0.17412 -2.794 2.731 3.139 -0.03
C 2.06396 2.46707 -0.29623 0.305 0.188 0.077 -0.08
C 1.66609 2.35237 -1.62810 -2.674 2.718 2.740 -0.30
C 0.62659 3.26359 -2.23221 0.425 -0.384 0.458 -0.02
C 2.41024 1.49633 -2.43722 2.511 -2.771 -2.987 -0.06
C 3.55648 0.86647 -1.97265 0.104 0.121 -0.107 -0.03
H 6.23903 -0.54316 1.48606 -0.067 0.059 -0.034 0.08
H 4.60871 -1.08128 1.07392 -0.040 -0.099 -0.037 0.07
H 4.84244 0.42259 1.96205 0.021 -0.018 -0.055 0.07
H 5.95545 1.42529 -0.01199 0.106 0.240 0.151 0.15
H 5.50917 -1.21767 -1.46449 -0.004 0.052 0.069 0.08
H 7.03634 -0.67068 -0.77451 -0.018 0.027 -0.005 0.08
H 6.31478 0.21820 -2.11298 -0.033 0.014 0.059 0.08
H 3.49239 1.96726 1.20427 -0.097 -0.014 -0.072 0.11
H 1.55345 3.16817 0.34718 -0.108 -0.057 0.062 0.11
H 1.13183 4.03061 -2.82369 0.064 0.092 -0.211 0.10
H 0.03183 3.75138 -1.46509 0.068 0.031 0.064 0.08
H -0.05718 2.72868 -2.89299 0.052 -0.095 -0.136 0.07
H 2.12926 1.38096 -3.48063 0.005 -0.115 0.117 0.11
H 4.13715 0.26767 -2.66495 -0.071 0.040 0.062 0.11
O -1.88547 4.40138 1.49003 -0.031 0.055 -0.182 0.09
C -1.76784 3.39170 0.82420 0.998 -0.052 0.260 -0.56
O -0.66066 2.70142 0.69531 -0.576 0.029 0.058 -0.22
C -2.98701 2.77047 0.18576 -0.500 0.594 0.734 -0.02
C -4.24574 3.11491 0.62015 0.859 1.080 0.386 0.07
C -5.33384 2.29325 0.33333 0.022 -0.368 0.016 -0.07
C -5.17576 1.05170 -0.23246 -0.406 -0.324 -0.456 0.10
C -3.90320 0.72493 -0.64662 -0.968 -4.144 -0.717 -0.02
C -2.84167 1.64192 -0.64915 2.130 0.702 -0.536 -0.30
O -1.75677 1.38876 -1.31378 -1.869 0.762 -0.420 -0.14
N -3.57052 -0.67778 -0.91521 -1.105 4.403 0.953 -0.39
O -2.43102 -1.05440 -0.60858 3.432 -0.474 0.963 -0.11
O -4.41012 -1.42391 -1.35087 -2.387 -1.843 -1.257 0.03
N -6.68316 2.69207 0.77869 -0.555 0.482 -0.505 -0.33
O -7.61737 1.98079 0.45977 0.316 -0.159 0.194 0.09
O -6.79362 3.76256 1.33969 0.228 -0.172 0.187 0.10
H -4.36782 3.99146 1.24200 0.018 -0.061 -0.014 0.14
H -5.99522 0.35000 -0.29991 0.097 -0.009 -0.076 0.14
C -0.19987 4.11926 7.21489 -0.002 -0.048 -0.037 -0.05
C -0.35966 3.06348 6.15046 0.026 0.112 0.040 -0.26
C 0.09463 3.29924 4.85102 0.029 0.123 0.037 -0.02
C -0.06232 2.36066 3.85083 -0.164 -0.090 -0.030 -0.03
C -0.69211 1.15517 4.15873 0.041 0.107 0.184 -0.27
C -1.15636 0.89402 5.44119 0.099 0.119 0.070 -0.05
C -0.98160 1.85314 6.42915 -0.040 -0.033 0.036 -0.03
S -0.97113 -0.09691 2.96338 -1.093 0.177 0.830 0.63
O -1.47780 -1.22770 3.68088 0.127 -0.217 -0.256 -0.26
O -1.85305 0.45746 1.90930 0.266 -0.163 0.456 -0.38
N 0.36337 -0.34993 2.13479 1.509 -1.911 1.442 -0.22
C 1.22911 -1.41061 2.49577 -1.323 2.130 -3.801 -0.22
C 1.45968 -1.85910 3.76570 1.611 -2.809 4.326 -0.01
C 2.30578 -2.97102 4.00258 -2.430 2.878 1.764 -0.05
C 2.91481 -3.61956 2.97415 0.692 -0.747 -1.540 0.00
C 2.71263 -3.15757 1.64767 0.754 -0.646 -1.186 -0.16
C 3.33127 -3.75675 0.52795 0.198 -0.706 2.360 -0.05
C 3.12759 -3.23720 -0.71358 -1.267 2.115 -2.065 -0.08
C 2.29247 -2.10891 -0.84761 2.209 -2.271 -2.012 -0.20
N 1.69239 -1.52803 0.15503 -1.440 1.167 2.761 0.07
C 1.88772 -2.04516 1.41016 -0.049 0.774 -1.132 -0.17
H -0.80992 4.99577 6.98472 0.016 -0.042 -0.025 0.09
H 0.83672 4.45449 7.28411 -0.027 -0.022 -0.018 0.08
H -0.50429 3.74806 8.19341 0.011 -0.011 -0.041 0.07
H 0.55943 4.25045 4.61298 -0.021 -0.061 0.013 0.12
H 0.24739 2.59074 2.83891 -0.015 -0.058 0.004 0.10
H -1.64663 -0.04671 5.65565 0.041 0.073 -0.013 0.11
H -1.34493 1.65682 7.43199 0.016 0.006 -0.047 0.11
H 0.97819 -1.37448 4.60556 0.086 -0.069 -0.003 0.11
H 2.45674 -3.30743 5.02158 -0.067 0.129 -0.034 0.11
H 3.55710 -4.47527 3.14831 -0.035 0.053 -0.049 0.12
H 3.97131 -4.62048 0.67471 -0.063 0.043 0.052 0.11
H 3.59044 -3.66636 -1.59232 -0.040 0.049 -0.019 0.10
H 2.11673 -1.67531 -1.82526 0.066 -0.058 0.020 0.10
C -3.58265 -4.59533 -5.86694 0.036 0.053 0.021 -0.04
C -2.76002 -3.56980 -5.13315 -0.016 -0.158 0.064 -0.24
C -2.10726 -3.89958 -3.95105 -0.071 -0.076 -0.041 0.01
C -1.37755 -2.97060 -3.22527 0.038 -0.238 0.335 -0.16
C -0.71938 -3.41356 -1.94471 0.061 0.026 -0.129 -0.01
C -1.29371 -1.65953 -3.72269 0.033 0.556 -0.079 -0.09
C -0.59671 -0.59281 -3.02910 -0.163 -0.092 -0.220 -0.15
O -0.00343 -0.66308 -1.95741 0.199 -0.142 -0.042 -0.15
C -1.95919 -1.29621 -4.92033 -0.101 0.066 -0.121 -0.18
C -1.96428 0.11238 -5.48905 0.075 -0.136 0.077 -0.04
C -2.67347 -2.26345 -5.60439 0.009 0.086 0.007 -0.01
H -3.27918 -5.60921 -5.60729 0.007 0.035 0.001 0.08
H -3.49811 -4.47164 -6.94709 0.011 0.008 0.020 0.08
H -4.63923 -4.48932 -5.60768 0.040 0.023 0.016 0.09
H -2.18262 -4.91273 -3.56912 -0.003 0.053 -0.030 0.12
H -1.01396 -4.43543 -1.71363 -0.023 -0.029 -0.019 0.09
H -0.98850 -2.77139 -1.10704 -0.061 -0.060 -0.131 0.07
H 0.36832 -3.38789 -2.03860 -0.030 0.017 0.010 0.07
H -0.61994 0.38117 -3.52236 -0.028 0.129 -0.100 0.11
H -2.34602 0.84718 -4.77837 -0.011 -0.048 0.024 0.08
H -2.60653 0.14383 -6.36704 0.005 -0.011 0.003 0.08
H -0.97027 0.44001 -5.80126 0.005 -0.037 0.036 0.09
H -3.19010 -1.99035 -6.51898 0.016 -0.031 0.040 0.12
```
Positions in Å, forces in eV/Å.

Its HOMO-LUMO gap (alpha / beta) is 4.28 / 5.85 eV. The calculation puts the energy above the lowest of the compared OMol25 structures with the same formula, charge and spin at 675.4 kJ/mol. The calculation puts the total energy at -3797.9637 hartree. As for the spin multiplicity: 8.


[2]
Computed, not measured: a cluster of 2 separate species, C3H2NO2S2 in total in a non-equilibrium geometry, with ωB97M-V with the def2-TZVPD basis set.

The geometry in XYZ format:
```
10
Properties=species:S:1:pos:R:3:forces:R:3:lowdin_charge:R:1
C -1.95392 0.39245 -0.07214 -0.370 -0.894 -0.015 0.01
C -3.10247 0.07119 -0.10781 2.529 0.967 -0.061 0.01
C 0.95875 -0.50184 0.31058 0.596 -0.898 0.137 -0.25
N 1.48996 -1.52692 0.10252 -1.341 1.084 0.617 -0.72
O 0.73804 2.10311 -0.05853 1.307 -0.721 -0.561 -0.55
O 3.01452 1.20375 0.38625 -0.283 -0.035 -0.105 -0.50
S 2.05597 -2.96210 -0.12599 0.954 -1.905 -0.384 0.43
S 1.79303 1.11148 -0.41321 -0.803 2.342 0.292 0.68
H -0.92412 0.22591 0.01528 1.080 0.712 0.012 -0.07
H -4.06976 -0.11701 -0.03693 -3.669 -0.653 0.069 -0.05
```
Positions in Å, forces in eV/Å.

Its HOMO-LUMO gap is 7.78 eV. The calculation puts the energy above the lowest of the compared OMol25 structures with the same formula, charge and spin at 366.4 kJ/mol. Its charge is -1. The calculation puts the total energy at -1117.0388 hartree. As for the spin multiplicity: 1.


[3]
Computed, not measured: a structure of composition C33H37IN3O2S2V in a non-equilibrium geometry, with ωB97M-V with the def2-TZVPD basis set.

The geometry in XYZ format:
```
79
Properties=species:S:1:pos:R:3:forces:R:3:lowdin_charge:R:1
V 1.17672 -0.63790 -0.21761 -1.104 -1.148 0.368 0.66
O -0.72753 -0.10362 0.65327 0.106 -0.209 -0.334 -0.60
S -1.81445 0.08581 1.68933 0.156 -0.060 0.190 1.05
C -3.25356 -0.81357 1.08910 0.007 -0.013 -0.086 -0.30
C -3.74439 -0.50079 -0.32145 -0.023 -0.050 -0.003 -0.19
C -2.74565 -0.73647 -1.46162 -0.017 -0.092 0.078 -0.21
C -2.24199 -2.17664 -1.50571 0.008 0.125 0.109 -0.30
S -0.70902 -2.40759 -2.40621 0.132 -0.176 0.226 1.14
O 0.30814 -1.48564 -1.71140 -0.118 0.237 -0.596 -0.62
C -1.07727 -1.60532 -3.94081 0.155 0.146 -0.019 -0.39
C -2.18844 -2.01880 -4.66600 -0.036 -0.091 0.010 -0.08
C -2.42186 -1.44600 -5.90494 -0.014 0.018 -0.016 -0.04
C -1.55003 -0.48577 -6.40581 0.020 0.006 0.006 -0.04
C -0.43636 -0.09941 -5.67382 -0.024 0.005 -0.034 -0.05
C -0.18639 -0.66392 -4.43024 -0.109 0.022 -0.102 -0.06
C -2.37475 1.75950 1.50688 0.025 0.048 -0.126 -0.39
C -3.28115 2.25138 2.43808 0.024 0.017 0.053 -0.07
C -3.72280 3.55912 2.30912 -0.031 0.045 0.022 -0.05
C -3.24994 4.35802 1.27341 0.023 -0.017 -0.020 -0.05
C -2.33278 3.85436 0.35881 0.021 -0.046 0.013 -0.05
C -1.88689 2.54163 0.47099 -0.065 0.050 0.022 -0.07
H -4.02537 -0.59625 1.83297 -0.005 -0.028 -0.031 0.11
H -2.97360 -1.86249 1.21874 -0.047 0.025 0.027 0.09
H -4.08882 0.53307 -0.36962 0.006 0.025 0.032 0.12
H -4.62993 -1.12406 -0.47582 -0.010 0.035 -0.027 0.13
H -1.89916 -0.06160 -1.35341 0.016 -0.005 -0.022 0.09
H -3.23270 -0.48745 -2.40308 -0.032 -0.043 -0.040 0.12
H -2.95474 -2.87795 -1.94803 0.009 0.026 0.042 0.11
H -1.96157 -2.56804 -0.52330 -0.090 0.012 -0.009 0.08
H -2.86310 -2.78093 -4.28738 0.070 0.065 -0.036 0.12
H -3.28386 -1.75429 -6.48187 0.026 0.013 0.011 0.12
H -1.73613 -0.04577 -7.37685 0.005 -0.014 0.026 0.12
H 0.24871 0.63580 -6.07458 -0.016 -0.007 -0.003 0.12
H 0.68780 -0.38414 -3.86143 0.022 -0.001 0.035 0.10
H -3.63303 1.63536 3.26071 0.033 0.028 -0.069 0.12
H -4.43090 3.95907 3.02461 0.037 -0.021 -0.049 0.12
H -3.59853 5.37924 1.18190 0.020 -0.046 0.002 0.12
H -1.96974 4.48167 -0.44717 -0.032 -0.034 0.040 0.11
H -1.17773 2.11748 -0.23007 -0.056 0.043 0.059 0.09
I 3.82599 -0.99148 -0.76361 0.158 -0.151 -0.169 1.25
C 3.62884 -2.96716 -0.07510 -0.021 0.201 -0.049 -0.57
C 4.65438 -3.82588 -0.31510 0.017 -0.192 0.049 -0.12
C 4.55782 -5.14711 0.17757 0.088 0.071 -0.067 -0.05
C 3.45816 -5.52381 0.88619 -0.088 -0.025 0.052 -0.01
C 2.39778 -4.61476 1.13852 -0.030 -0.023 0.046 -0.15
C 1.27950 -5.01385 1.91116 0.060 -0.088 0.000 -0.01
C 0.27818 -4.13341 2.18823 -0.042 0.060 0.016 -0.06
C 0.33244 -2.82005 1.67107 0.131 -0.022 -0.014 -0.11
C 1.37423 -2.36106 0.88967 0.371 -0.031 0.107 -0.20
C 2.45172 -3.28317 0.64262 -0.045 -0.064 0.100 -0.24
H 5.53192 -3.51404 -0.86480 -0.003 -0.015 0.004 0.10
H 5.36675 -5.84234 -0.00498 -0.032 0.027 0.000 0.12
H 3.38072 -6.53151 1.27971 -0.008 0.067 -0.021 0.13
H 1.24434 -6.02988 2.29104 0.011 0.079 -0.029 0.13
H -0.56192 -4.43922 2.80035 0.027 0.029 -0.021 0.11
H -0.48488 -2.15891 1.91888 -0.086 0.029 -0.004 0.05
C 2.21657 2.87675 3.97704 0.053 0.008 -0.023 -0.14
C 1.40011 1.60753 3.89985 0.068 -0.080 -0.094 -0.15
N 1.50712 1.06355 2.54445 -0.177 0.053 0.082 0.11
C 1.63785 1.81206 1.43227 -0.065 -0.024 -0.269 -0.34
N 1.57073 1.19288 0.24804 0.387 1.231 0.358 -0.14
C 1.65612 1.99787 -0.97971 0.185 0.013 0.200 -0.22
C 2.60676 3.16194 -0.78594 0.029 -0.020 0.002 -0.13
C 2.10069 3.97851 0.38274 -0.002 -0.047 0.120 -0.12
N 1.86414 3.12628 1.55418 0.000 0.186 0.020 -0.01
C 1.78986 3.80431 2.85912 0.044 -0.056 -0.131 -0.12
H 3.27782 2.64105 3.87883 -0.004 0.009 0.013 0.13
H 2.06596 3.36512 4.93787 0.003 0.004 0.014 0.13
H 0.35541 1.80893 4.14978 -0.052 -0.002 -0.020 0.12
H 1.77246 0.85726 4.59294 0.015 -0.040 0.008 0.13
H 1.27969 0.09201 2.40672 0.027 -0.090 -0.009 0.11
H 0.67089 2.37895 -1.26281 -0.082 -0.020 -0.015 0.11
H 1.99251 1.35517 -1.80266 0.013 -0.043 0.027 0.09
H 2.65192 3.78385 -1.67841 0.006 0.009 -0.013 0.13
H 3.61241 2.79063 -0.57691 -0.002 0.002 -0.013 0.13
H 1.18128 4.50731 0.11620 -0.044 0.000 0.015 0.13
H 2.83573 4.72697 0.67252 0.025 0.034 0.009 0.13
H 0.77367 4.17223 3.02342 -0.050 -0.003 -0.020 0.14
H 2.44712 4.66943 2.80936 0.022 0.033 -0.012 0.13
```
Positions in Å, forces in eV/Å.

Its HOMO-LUMO gap (alpha / beta) is 7.38 / 8.10 eV. Its charge is +2. The calculation puts the total energy at -3632.0626 hartree. As for the spin multiplicity: 3.


[4]
Computed, not measured: the molecule C5H10N2O2 in a non-equilibrium geometry, with ωB97M-V with the def2-TZVPD basis set.

The geometry in XYZ format:
```
19
Properties=species:S:1:pos:R:3:forces:R:3:lowdin_charge:R:1
O 3.45299 1.53930 1.41381 1.397 1.199 -0.846 0.04
N -0.04994 -0.34671 -0.05325 -0.538 -1.666 -1.049 0.07
O 0.21916 1.04000 0.01247 -0.975 0.444 -0.615 -0.18
C 2.31872 1.16959 1.24192 0.638 -1.078 1.542 -0.54
C -1.15383 -0.73310 -0.66037 2.339 2.027 1.436 -0.34
N 1.76492 0.49434 2.28876 -1.972 0.214 -1.961 0.17
C -2.12767 0.26098 -1.17837 0.417 0.367 -0.285 -0.04
C -1.44098 -2.21891 -0.75383 -0.345 1.210 -0.596 -0.03
C 1.62177 1.34897 -0.08086 -0.721 -0.753 0.107 -0.09
H 0.85724 0.06463 2.17459 0.261 -0.025 0.394 0.08
H 2.33408 0.42638 3.09240 0.305 -0.220 0.707 0.10
H -2.33858 0.08194 -2.21850 -0.392 -0.324 -0.429 0.08
H -3.01756 0.20064 -0.59012 -0.888 -0.166 0.204 0.08
H -1.78094 1.28549 -1.11662 0.307 -0.003 0.196 0.07
H -1.54234 -2.62424 0.22996 -0.302 -0.387 0.567 0.07
H -0.61028 -2.70213 -1.22739 0.442 -0.359 -0.294 0.07
H -2.34892 -2.36704 -1.36899 0.439 -0.064 0.503 0.09
H 1.75315 2.41061 -0.39004 -0.384 -0.831 0.141 0.15
H 2.08901 0.66926 -0.81556 -0.027 0.418 0.279 0.14
```
Positions in Å, forces in eV/Å.

Its HOMO-LUMO gap is 10.07 eV. The calculation puts the energy above the lowest of the compared OMol25 structures with the same formula, charge and spin at 260.3 kJ/mol. The calculation puts the total energy at -456.4551 hartree. Its SMILES is CC(C)=NOCC(N)=O. As for the spin multiplicity: 1.


> Look up the spin multiplicity of the third one.

3